A) {
  "formula": "C5H9N2",
  "method": "ωB97M-V/def2-TZVPD",
  "total_charge": 1,
  "smiles": "[NH2+]=CNCC1C=C1",
  "elements": ["C", "C", "C", "C", "C", "N", "N", "H", "H", "H", "H", "H", "H", "H", "H", "H"],
  "positions_angstrom": [[-1.2939, -0.0467, 2.0791], [-0.2583, -0.8223, 1.2489], [-0.1430, 0.3974, -1.2876], [-0.6529, -0.9522, 2.7510], [0.9924, -0.1807, 0.6566], [0.9934, 0.1169, -0.7780], [-0.3673, 0.6939, -2.5599], [-2.1993, 0.6120, 1.8854], [-0.5745, -1.5445, 0.4390], [-1.0451, 0.1651, -0.7057], [-0.3319, -1.4148, 3.5877], [1.9789, -0.5531, 0.8640], [1.8060, -0.0641, -1.3598], [1.0737, 0.8222, 1.1451], [-1.2777, 0.5865, -2.8741], [0.3934, 0.5456, -3.2067]],
  "lowdin_charge": [0.0051, -0.2648, -0.1499, 0.0698, -0.1467, 0.0870, 0.2059, 0.1358, 0.1307, 0.1613, 0.0710, 0.1226, 0.1843, 0.1421, 0.1058, 0.1399]
}

---

B) {
  "formula": "C5H9N2",
  "method": "ωB97M-V/def2-TZVPD",
  "total_charge": 1,
  "smiles": "CCc1c[nH]c[nH+]1",
  "elements": ["C", "C", "C", "C", "N", "C", "N", "H", "H", "H", "H", "H", "H", "H", "H", "H"],
  "positions_angstrom": [[-1.5172, 0.8075, -1.5141], [-1.3584, 0.4813, -0.0095], [0.0358, 0.0669, 0.2639], [0.9174, 0.5356, 1.1765], [2.0074, -0.3208, 1.2305], [1.7663, -1.3177, 0.3762], [0.5722, -1.1500, -0.1482], [-2.3857, 0.4391, -2.0528], [-1.4764, 1.8886, -1.6712], [-0.6485, 0.4776, -2.0907], [-1.6705, 1.3176, 0.6024], [-2.0909, -0.2602, 0.2811], [0.8724, 1.4615, 1.7083], [2.4895, -0.3869, 2.1170], [2.4170, -2.1768, 0.3895], [0.0695, -1.8633, -0.6589]],
  "lowdin_charge": [-0.0728, -0.1559, -0.2118, 0.0179, 0.1225, -0.0433, 0.1760, 0.0795, 0.0824, 0.0707, 0.1217, 0.1209, 0.1436, 0.1860, 0.1666, 0.1960]
}

---

C) {
  "formula": "C5H9N2",
  "method": "ωB97M-V/def2-TZVPD",
  "total_charge": 1,
  "smiles": "CCc1c[nH]c[nH+]1",
  "elements": ["C", "C", "C", "C", "N", "C", "N", "H", "H", "H", "H", "H", "H", "H", "H", "H"],
  "positions_angstrom": [[1.6454, -1.2520, -1.4109], [0.8320, -1.5719, -0.1597], [0.0684, -0.3856, 0.2763], [0.2909, 0.5806, 1.1946], [-0.6370, 1.5805, 0.9662], [-1.4257, 1.2387, -0.0478], [-0.9910, 0.0812, -0.5101], [2.1782, -2.1228, -1.7858], [1.0231, -0.8430, -2.2013], [2.4248, -0.5476, -1.1119], [1.5195, -1.8582, 0.6382], [0.1975, -2.4527, -0.2858], [0.9567, 0.6678, 2.0314], [-0.8125, 2.3730, 1.5693], [-2.1361, 1.9332, -0.4513], [-1.4799, -0.5415, -1.1393]],
  "lowdin_charge": [-0.0727, -0.1806, -0.2102, 0.0293, 0.1171, -0.0405, 0.1681, 0.0860, 0.0748, 0.0888, 0.1273, 0.1256, 0.1453, 0.1847, 0.1644, 0.1926]
}

---

Here are the energies relative to the best structure, in eV: A) 3.662; B) 0.488; C) 0.000.

---

A) {
  "formula": "C3H5ClS",
  "method": "ωB97M-V/def2-TZVPD",
  "smiles": "CS/C=C/Cl",
  "elements": ["C", "C", "C", "H", "H", "H", "H", "H", "S", "Cl"],
  "positions_angstrom": [[1.0472, 1.4534, -0.7429], [-0.7255, -0.6110, 0.0607], [-0.7812, -1.4609, 1.1195], [0.8835, 1.1236, -1.7693], [2.0323, 1.0728, -0.3942], [0.9565, 2.5636, -0.6370], [-1.0741, -0.9575, -0.9225], [-0.7239, -1.1544, 2.1351], [-0.3696, 1.0881, 0.2827], [-1.2452, -3.1177, 0.8679]],
  "lowdin_charge": [-0.4309, -0.5558, -0.6278, 0.0327, 0.0490, 0.0311, 0.0713, 0.0469, 0.8037, 0.5798]
}

---

B) {
  "formula": "C3H5ClS",
  "method": "ωB97M-V/def2-TZVPD",
  "elements": ["C", "C", "C", "S", "Cl", "H", "H", "H", "H", "H"],
  "positions_angstrom": [[-1.2533, 0.0344, -0.5199], [-0.4007, -1.0380, -0.2027], [1.3244, 0.5557, 0.8042], [-0.7208, 1.1968, -1.6479], [0.7794, 1.9533, 0.1411], [-2.1676, 0.2533, -0.0888], [0.3006, -1.3627, -1.0507], [-0.8181, -1.7917, 0.5663], [1.8769, -0.1485, 0.1687], [1.0792, 0.3474, 1.8298]],
  "lowdin_charge": [-0.7276, -0.1363, -0.5000, 0.5237, 0.6127, 0.0109, 0.0829, 0.0860, 0.0279, 0.0197]
}

---

C) {
  "formula": "C3H5ClS",
  "method": "ωB97M-V/def2-TZVPD",
  "elements": ["C", "C", "C", "S", "Cl", "H", "H", "H", "H", "H"],
  "positions_angstrom": [[0.2221, -0.3536, 0.4650], [1.6081, -0.8423, 0.2038], [-1.7304, 1.3737, -0.9712], [-0.8585, -0.8132, 1.5506], [-2.6338, 0.8281, 0.3617], [2.1485, -0.2510, -0.5109], [2.1365, -0.7702, 1.1382], [1.5553, -1.9039, 0.0876], [-1.3071, 0.5485, -1.4334], [-1.1406, 2.1839, -0.8914]],
  "lowdin_charge": [-0.6160, -0.1871, -0.4431, 0.6482, 0.4919, 0.0608, 0.0668, 0.0683, -0.0498, -0.0401]
}

---

D) {
  "formula": "C3H5ClS",
  "method": "ωB97M-V/def2-TZVPD",
  "elements": ["C", "C", "C", "S", "Cl", "H", "H", "H", "H", "H"],
  "positions_angstrom": [[-1.5707, 0.7583, 0.9949], [1.0714, -0.1908, -0.7692], [0.8277, -0.8090, 0.3649], [-1.4777, 1.2719, -0.5579], [0.0272, -2.4172, 0.4212], [-2.3009, 1.2040, 1.6417], [1.7553, 0.6090, -0.7941], [0.9852, -0.7942, -1.6619], [-0.1110, 0.6728, -0.9061], [0.7935, -0.3048, 1.2665]],
  "lowdin_charge": [-0.4174, -0.2244, -0.5983, 0.6928, 0.5450, -0.0669, 0.0780, 0.0855, -0.1090, 0.0146]
}

---

Here are the energies relative to the best structure, in eV: A) 0.000; B) 3.170; C) 3.959; D) 3.768.

---

A) {
  "formula": "C2H6NO3",
  "method": "ωB97M-V/def2-TZVPD",
  "total_charge": -1,
  "elements": ["C", "N", "C", "O", "O", "H", "H", "H", "H", "H", "H", "O"],
  "positions_angstrom": [[1.7886, 0.8577, -0.9358], [0.8555, -0.1061, -0.4647], [-0.5616, 0.0530, -0.6363], [-1.2373, -0.4252, 0.3228], [-0.9410, 0.6072, -1.6742], [1.6833, 1.8532, -0.4719], [1.6666, 1.0488, -2.0144], [2.8150, 0.4937, -0.7986], [0.9922, -0.4717, 0.4644], [-0.5604, -0.7301, 1.8126], [-0.8545, -0.6887, 3.2979], [-0.1520, -0.9606, 2.7024]],
  "lowdin_charge": [-0.1668, -0.0414, -0.7727, -0.0999, -0.0518, 0.0692, 0.0698, 0.0631, 0.0868, -0.0209, 0.0020, -0.1373]
}

---

B) {
  "formula": "C2H6NO3",
  "method": "ωB97M-V/def2-TZVPD",
  "total_charge": -1,
  "elements": ["O", "C", "N", "C", "O", "H", "H", "H", "H", "H", "H", "O"],
  "positions_angstrom": [[0.5878, -0.9824, 0.8188], [0.2535, -0.3206, -0.1632], [0.8232, 0.8321, -0.5438], [-0.0643, 1.7333, -1.4097], [-0.7271, 1.0839, -2.3387], [-0.5247, -0.6118, -0.8686], [1.7204, 1.0298, -0.1393], [-0.6958, 2.3094, -0.6772], [0.6228, 2.5416, -1.7837], [-0.1028, -2.0395, 2.0947], [-1.3546, -2.9268, 2.2731], [-0.5383, -2.6490, 2.7376]],
  "lowdin_charge": [-0.0690, -0.3709, 0.0372, -0.5526, -0.3065, 0.1190, 0.1098, 0.0766, 0.0709, -0.0185, 0.0275, -0.1236]
}

---

C) {
  "formula": "C2H6NO3",
  "method": "ωB97M-V/def2-TZVPD",
  "total_charge": -1,
  "elements": ["O", "C", "N", "C", "O", "H", "H", "H", "H", "H", "H", "O"],
  "positions_angstrom": [[-1.2671, -1.4014, 0.4224], [-0.0731, -1.1807, 0.1915], [0.4181, -0.0517, -0.3190], [1.9190, 0.4547, -0.1261], [2.7282, -0.3960, 0.3880], [0.7272, -1.9138, 0.3629], [-0.0257, 0.4844, -1.0451], [1.7451, 1.3756, 0.4820], [2.0707, 0.8446, -1.1881], [-2.1548, 1.0839, 0.4160], [-3.0643, -0.1226, 0.3114], [-3.0234, 0.8232, 0.1042]],
  "lowdin_charge": [-0.0812, -0.4011, 0.0202, -0.5528, -0.2655, 0.1174, 0.1002, 0.0706, 0.0732, 0.0070, 0.0106, -0.0986]
}

---

D) {
  "formula": "C2H6NO3",
  "method": "ωB97M-V/def2-TZVPD",
  "total_charge": -1,
  "elements": ["O", "C", "N", "C", "O", "H", "H", "H", "H", "H", "H", "O"],
  "positions_angstrom": [[-0.0882, 0.9462, -0.9977], [-0.0490, 0.1353, -0.0507], [-0.6796, -1.0000, -0.0305], [-0.4192, -1.9762, 1.1517], [0.7783, -1.8495, 1.6689], [0.4593, 0.3526, 0.8943], [-1.1731, -1.2560, -0.8781], [-0.6421, -2.9722, 0.6936], [-1.2517, -1.7602, 1.8697], [0.6638, 3.8307, -1.4851], [1.0134, 2.3468, -1.2683], [1.3881, 3.2025, -1.5680]],
  "lowdin_charge": [-0.0932, -0.3957, 0.0429, -0.5310, -0.3010, 0.1308, 0.1214, 0.0724, 0.0745, 0.0113, -0.0201, -0.1123]
}

---

Here are the energies relative to the best structure, in eV: A) 0.000; B) 1.732; C) 1.989; D) 1.543.

---

A) {
  "formula": "C2H4OS3",
  "method": "ωB97M-V/def2-TZVPD",
  "smiles": "CC(=S)[S@H](=O)=S",
  "elements": ["C", "C", "O", "S", "S", "S", "H", "H", "H", "H"],
  "positions_angstrom": [[0.0463, 0.2437, 0.7419], [-1.3640, -0.1977, 0.3838], [0.3446, 0.3870, -1.8835], [0.8399, 0.7261, 2.0240], [2.0983, -1.6688, -0.8405], [1.1143, 0.0466, -0.7587], [-1.2760, -1.0016, -0.3484], [-1.7427, 0.7255, -0.1970], [-1.8675, -0.5592, 1.2483], [1.8069, 1.2985, -0.3700]],
  "lowdin_charge": [-1.0015, -0.1181, -0.4644, 0.7777, 0.2381, 0.2236, 0.0747, 0.1302, 0.0686, 0.0710]
}

---

B) {
  "formula": "C2H4OS3",
  "method": "ωB97M-V/def2-TZVPD",
  "smiles": "C[C@@H]1S[S@@]1(=O)=S",
  "elements": ["C", "C", "O", "S", "S", "S", "H", "H", "H", "H"],
  "positions_angstrom": [[0.1003, 0.1456, -0.5906], [1.3837, -0.0930, 0.1491], [-1.3382, -0.5914, 1.6655], [-3.0057, -0.7681, -0.8100], [-0.9201, 1.7341, -0.1749], [-1.5195, -0.1572, 0.2677], [-0.0446, 0.0490, -1.6960], [1.1846, -0.5573, 1.1304], [1.8271, 0.8701, 0.4245], [2.3323, -0.6319, -0.3656]],
  "lowdin_charge": [-0.6455, -0.1600, -0.4581, 0.2369, 0.6138, 0.0573, 0.0844, 0.0727, 0.0633, 0.1352]
}

---

Here are the energies relative to the best structure, in eV: A) 0.443; B) 0.000.

---

A) {
  "formula": "C3H4N2OS",
  "method": "ωB97M-V/def2-TZVPD",
  "elements": ["C", "C", "C", "N", "N", "O", "S", "H", "H", "H", "H"],
  "positions_angstrom": [[2.7902, 0.1348, 0.0420], [0.4390, 0.6546, -0.1318], [-1.9113, -0.0580, 0.0209], [1.6373, -0.2180, -0.0615], [-0.4982, -0.3336, -0.1903], [0.3642, 1.8525, -0.0592], [0.2449, -1.8907, -0.1034], [3.7036, -0.3360, 0.1831], [-2.6235, -0.7198, -0.6311], [-2.2064, -0.1721, 1.1328], [-1.9398, 1.0863, -0.2015]],
  "lowdin_charge": [0.1480, -0.5703, -0.1144, -0.1410, -0.5176, 0.1105, 0.7097, 0.0535, 0.1087, 0.1024, 0.1105]
}

---

B) {
  "formula": "C3H4N2OS",
  "method": "ωB97M-V/def2-TZVPD",
  "smiles": "C1=NN=CSCO1",
  "elements": ["C", "C", "C", "H", "H", "H", "H", "N", "N", "O", "S"],
  "positions_angstrom": [[0.4870, -1.1745, 0.3685], [0.9566, 1.3740, 0.0025], [-1.4598, -0.2160, -0.5202], [0.8950, -2.1733, 0.4445], [0.4756, -0.6992, 1.3333], [1.7331, 2.0567, 0.4178], [-2.3137, -0.5200, -1.1017], [-0.2596, 1.7326, 0.1986], [-1.2918, 1.0547, -0.4491], [-0.8108, -1.2888, -0.0697], [1.5884, -0.1463, -0.6245]],
  "lowdin_charge": [-0.4867, -0.5110, -0.2366, 0.0919, 0.0858, 0.0765, 0.1268, -0.0312, 0.0337, -0.0776, 0.9285]
}

---

C) {
  "formula": "C3H4N2OS",
  "method": "ωB97M-V/def2-TZVPD",
  "elements": ["C", "C", "C", "H", "H", "H", "H", "N", "N", "O", "S"],
  "positions_angstrom": [[0.1093, 0.0382, 0.1186], [0.6796, 1.0927, -0.7510], [1.2244, 2.1634, -1.1298], [-0.0384, -2.4866, -1.9483], [-1.3189, -1.2578, -0.0655], [-0.5833, -0.0153, 3.5680], [1.7928, 3.1903, -1.2112], [-0.2923, -1.1928, -0.3828], [-0.1955, 0.3789, 1.2997], [-0.2493, -1.1388, -1.7630], [-1.1283, -0.7722, 2.2652]],
  "lowdin_charge": [-0.5412, -0.0502, 0.1084, 0.3115, 0.1032, -0.0037, 0.0864, -0.1550, -0.3128, -0.1662, 0.6196]
}

---

Here are the energies relative to the best structure, in eV: A) 1.590; B) 0.000; C) 5.466.

---

A) {
  "formula": "C3H4N2OS",
  "method": "ωB97M-V/def2-TZVPD",
  "smiles": "N#C[C@](N)(O)C=S",
  "elements": ["C", "C", "C", "N", "N", "O", "S", "H", "H", "H", "H"],
  "positions_angstrom": [[-0.6385, 1.3945, 0.8472], [-0.0519, 0.0751, 0.2793], [1.4937, -0.3053, -0.0713], [-1.2547, 2.3127, 1.1242], [-0.7717, -0.2370, -0.9300], [-0.4093, -0.8225, 1.3111], [2.1520, -0.3024, -1.5250], [2.0244, -0.6135, 0.8218], [-0.2077, -0.0545, -1.7551], [-1.6711, 0.2171, -1.0159], [-0.6652, -1.6642, 0.9137]],
  "lowdin_charge": [-0.1192, -0.5802, -0.5377, 0.1527, 0.0577, -0.0259, 0.7803, 0.0543, 0.0147, 0.0944, 0.1088]
}

---

B) {
  "formula": "C3H4N2OS",
  "method": "ωB97M-V/def2-TZVPD",
  "smiles": "Cc1n[nH]sc1=O",
  "elements": ["C", "C", "C", "N", "N", "O", "S", "H", "H", "H", "H"],
  "positions_angstrom": [[0.2094, -0.2047, -0.1792], [-0.2206, 0.3920, 1.4460], [1.5731, 0.2015, -0.7152], [-0.7913, -0.6545, -0.8056], [-1.9133, -0.7060, -0.1648], [0.4643, 0.9670, 2.1957], [-1.8799, -0.1355, 1.4664], [1.5107, -0.0483, -1.8108], [2.3563, -0.2780, -0.1195], [1.4518, 1.2329, -0.6131], [-2.7606, -0.7664, -0.6999]],
  "lowdin_charge": [-0.2635, -0.6596, -0.0349, -0.0427, -0.3832, 0.0412, 1.0091, 0.0973, 0.0858, 0.0521, 0.0983]
}

---

C) {
  "formula": "C3H4N2OS",
  "method": "ωB97M-V/def2-TZVPD",
  "smiles": "O=c1[nH]cc(S)[nH]1",
  "elements": ["C", "C", "C", "H", "H", "H", "H", "N", "N", "O", "S"],
  "positions_angstrom": [[-0.1125, 0.3858, 0.5224], [-0.8188, -0.7400, 0.7449], [0.2059, -0.9730, -1.2387], [-0.4344, 1.5133, 2.6077], [-1.4075, -1.1596, 1.5580], [-0.8804, -2.5350, -0.4372], [1.0440, 0.9712, -1.1550], [-0.7396, -1.5540, -0.4011], [0.5842, 0.2277, -0.6780], [0.6468, -1.4433, -2.2641], [0.1215, 1.8752, 1.4326]],
  "lowdin_charge": [-0.6742, -0.1166, -0.5481, -0.1232, 0.1178, 0.1408, 0.1444, 0.1142, 0.1103, 0.0463, 0.7883]
}

---

Here are the energies relative to the best structure, in eV: A) 2.067; B) 2.311; C) 0.000.